[1]
Here is a single C3H7NO2 molecule at a distorted geometry from OMol25. Energies are from wB97M-V/def2-TZVPD.

As for the HOMO energy: -9.63 eV. The SMILES is [H]/N=C/OCCO. The value obtained for the total energy is -8808.0336 eV.

Geometry as ORCA input:
```
! wB97M-V def2-TZVPD RIJCOSX def2/J DEFGRID3
* xyz 0 1
H 0.30 1.97 1.57
N 0.35 1.49 0.71
C 1.40 0.88 0.38
O 1.38 -0.29 -0.24
C 0.16 -1.10 -0.29
C -1.05 -0.64 0.54
O -1.76 0.38 -0.11
H 2.43 1.22 0.51
H 0.49 -2.09 0.03
H -0.13 -1.12 -1.34
H -0.72 -0.34 1.54
H -1.72 -1.49 0.68
H -1.11 1.12 -0.02
*
```

---

[2]
Here is a single C6H10O molecule at a distorted geometry from OMol25. Energies are from wB97M-V/def2-TZVPD.

As for the HOMO energy: -9.16 eV. The SMILES is CC1(O)CC=CC1. The value obtained for the total energy is -8430.1810 eV.

Geometry as ORCA input:
```
! wB97M-V def2-TZVPD RIJCOSX def2/J DEFGRID3
* xyz 0 1
C -1.83 -0.75 -0.08
C -0.50 -0.11 0.19
O -0.42 -0.06 1.62
C -0.08 1.27 -0.36
C 1.45 1.12 -0.15
C 1.80 -0.17 0.02
C 0.64 -1.00 -0.46
H -1.75 -1.73 0.42
H -1.87 -0.89 -1.16
H -2.69 -0.21 0.32
H 0.18 0.65 1.92
H -0.52 1.43 -1.36
H -0.45 2.11 0.26
H 2.10 1.97 0.00
H 2.61 -0.57 0.63
H 0.62 -2.08 -0.25
H 0.71 -0.97 -1.58
*
```

---

[3]
Here is a single C22H25FN4O molecule from OMol25. Energies are from wB97M-V/def2-TZVPD.

As for the HOMO energy: -8.18 eV. The SMILES is Cc1nc2ccccc2n1C1CCN(CC(=O)NCc2ccc(F)cc2)CC1. The value obtained for the total energy is -33946.6227 eV.

Geometry as ORCA input:
```
! wB97M-V def2-TZVPD RIJCOSX def2/J DEFGRID3
* xyz 0 1
C 4.15 -1.89 -2.15
C 4.56 -0.74 -1.32
N 5.79 -0.31 -1.31
C 5.82 0.76 -0.45
C 6.88 1.58 -0.08
C 6.62 2.59 0.82
C 5.34 2.79 1.34
C 4.27 1.98 0.98
C 4.53 0.96 0.07
N 3.73 0.00 -0.50
C 2.33 -0.17 -0.18
C 2.08 -1.38 0.73
C 0.60 -1.42 1.12
N -0.21 -1.50 -0.08
C -1.59 -1.83 0.17
C -2.41 -0.79 0.96
O -1.96 0.25 1.38
N -3.69 -1.16 1.15
C -4.67 -0.30 1.79
C -5.60 0.31 0.77
C -6.95 -0.02 0.74
C -7.79 0.52 -0.21
C -7.26 1.40 -1.14
F -8.07 1.93 -2.08
C -5.92 1.75 -1.13
C -5.09 1.20 -0.17
C -0.03 -0.32 -0.92
C 1.41 -0.27 -1.40
H 5.05 -2.39 -2.50
H 3.54 -2.60 -1.60
H 3.59 -1.55 -3.03
H 7.87 1.42 -0.48
H 7.42 3.24 1.14
H 5.17 3.59 2.05
H 3.29 2.15 1.40
H 2.04 0.73 0.38
H 2.33 -2.30 0.20
H 2.70 -1.31 1.62
H 0.41 -2.30 1.73
H 0.36 -0.52 1.72
H -1.62 -2.77 0.72
H -2.09 -1.99 -0.80
H -4.04 -2.00 0.71
H -5.23 -0.87 2.53
H -4.09 0.48 2.29
H -7.35 -0.71 1.47
H -8.84 0.27 -0.25
H -5.54 2.44 -1.87
H -4.05 1.46 -0.14
H -0.70 -0.41 -1.78
H -0.28 0.61 -0.38
H 1.62 -1.17 -1.96
H 1.56 0.60 -2.05
*
```

---

[4]
Here is a gas-phase ion, CBr3NP (charge +1) at a distorted geometry from OMol25. Energies are from wB97M-V/def2-TZVPD.

As for the HOMO energy: -16.25 eV. The value obtained for the total energy is -221935.3030 eV.

Geometry as ORCA input:
```
! wB97M-V def2-TZVPD RIJCOSX def2/J DEFGRID3
* xyz 1 1
C -1.35 -0.08 -0.05
N -2.47 0.04 0.11
P 0.43 0.05 0.02
Br 1.13 2.13 0.08
Br 1.15 -1.02 -1.88
Br 1.11 -1.12 1.73
*
```

---

Computed relative energy (zero: lowest compared OMol25 entry of this formula, charge and spin), in the same sequence as the records: 2.495 1.059 0.000 0.000 eV.